The following is a DFT calculation (wB97M-V/def2-TZVPD) of 2 unconnected molecules or ions with the total composition C4H12NO.

```
18
Properties=species:S:1:pos:R:3:lowdin_charge:R:1
C -0.315 -0.103 -1.467 -0.17
O -1.097 0.966 -0.865 0.07
C -1.219 -1.104 -2.271 -0.01
H 0.477 0.395 -2.071 0.17
H 0.170 -0.658 -0.649 0.14
H -1.998 0.658 -1.025 0.15
H -1.827 -0.606 -3.046 0.12
H -0.556 -1.845 -2.762 0.12
H -1.841 -1.651 -1.533 0.11
C 1.431 0.535 1.509 -0.04
C 1.726 -0.544 2.220 0.22
N 0.076 1.097 1.542 0.21
H 2.136 1.136 0.929 0.16
H 2.730 -1.077 2.123 0.16
H 1.001 -0.953 2.847 0.09
H -0.416 0.861 0.618 0.11
H -0.520 0.783 2.322 0.20
H 0.042 2.109 1.578 0.19
```

Calculated values
frontier orbital gap (alpha / beta) = 12.60 / 4.88 eV
net charge = +2
LUMO level (alpha / beta) = -8.39 / -14.80 eV
M = 90.15 g/mol
multiplicity = 2
energy above the lowest of the compared OMol25 structures with the same formula, charge and spin = 240.0 kJ/mol



The following is a DFT calculation (wB97M-V/def2-TZVPD) of C20H25N3O8S in the gas phase.

```
57
Properties=species:S:1:pos:R:3:lowdin_charge:R:1
C 5.161 3.332 -0.136 -0.11
O 3.977 2.638 0.180 -0.19
C 3.378 1.988 -0.916 -0.19
C 4.043 0.657 -1.303 -0.15
N 3.689 -0.399 -0.385 -0.24
C 4.392 -0.496 0.871 -0.15
C 5.847 -0.971 0.707 -0.19
O 6.749 0.056 0.356 -0.20
C 7.213 0.810 1.450 -0.11
S 2.938 -1.762 -0.948 0.67
O 3.483 -2.921 -0.304 -0.27
O 2.884 -1.711 -2.380 -0.28
C 1.276 -1.503 -0.320 -0.25
C 0.431 -0.660 -1.017 -0.05
C -0.843 -0.417 -0.535 -0.01
C -1.260 -1.013 0.654 -0.12
C -2.614 -0.782 1.246 -0.40
O -2.803 -0.777 2.442 0.10
N -3.594 -0.603 0.307 0.16
C -4.946 -0.367 0.496 -0.13
C -5.543 -0.239 1.745 0.02
C -6.900 -0.002 1.848 0.01
C -7.661 0.108 0.694 -0.15
N -9.071 0.354 0.786 -0.37
O -9.559 0.455 1.892 0.08
O -9.697 0.447 -0.252 0.07
C -7.086 -0.014 -0.571 0.07
C -5.732 -0.251 -0.679 -0.19
O -5.053 -0.385 -1.854 -0.09
C -5.781 -0.289 -3.060 -0.06
C -0.386 -1.839 1.358 0.01
C 0.882 -2.092 0.865 -0.03
H 4.980 4.074 -0.924 0.09
H 5.468 3.843 0.774 0.09
H 5.960 2.659 -0.461 0.08
H 3.376 2.656 -1.790 0.12
H 2.345 1.796 -0.611 0.12
H 5.131 0.771 -1.340 0.12
H 3.690 0.343 -2.285 0.11
H 4.356 0.482 1.357 0.12
H 3.851 -1.221 1.479 0.12
H 6.179 -1.456 1.635 0.13
H 5.882 -1.704 -0.102 0.13
H 7.701 0.164 2.191 0.09
H 7.943 1.513 1.053 0.09
H 6.407 1.364 1.942 0.08
H 0.779 -0.220 -1.938 0.12
H -1.491 0.261 -1.072 0.12
H -3.336 -0.691 -0.668 0.13
H -4.933 -0.330 2.627 0.11
H -7.378 0.099 2.810 0.12
H -7.727 0.081 -1.432 0.12
H -6.545 -1.068 -3.125 0.10
H -5.051 -0.431 -3.855 0.10
H -6.248 0.693 -3.165 0.10
H -0.722 -2.276 2.285 0.12
H 1.567 -2.751 1.374 0.11
```

Calculated values
frontier orbital gap = 8.29 eV
LUMO level = -0.63 eV
M = 467.50 g/mol
multiplicity = 1
SMILES string = COCCN(CCOC)S(=O)(=O)c1ccc(C(=O)Nc2ccc([N+](=O)[O-])cc2OC)cc1
energy above the lowest of the compared OMol25 structures with the same formula, charge and spin = 7.8 kJ/mol



The following is a DFT calculation (wB97M-V/def2-TZVPD) of 5 unconnected molecules or ions with the total composition C20H28F2O7S.

```
58
Properties=species:S:1:pos:R:3:lowdin_charge:R:1
F -0.240 -3.377 4.856 0.02
C 0.374 -2.359 5.571 -0.25
C 1.382 -1.633 4.972 -0.03
C 1.860 -0.515 5.659 -0.08
C 1.479 -0.209 6.967 -0.08
C 0.542 -1.042 7.580 -0.08
C 0.013 -2.104 6.872 -0.03
H 1.822 -1.761 3.994 0.11
H 2.575 0.146 5.191 0.10
H 1.831 0.663 7.499 0.10
H 0.246 -0.872 8.605 0.11
H -0.819 -2.625 7.322 0.12
F -1.615 6.474 -4.584 0.03
C -1.757 5.387 -3.749 -0.23
C -2.052 5.683 -2.361 0.04
C -2.163 4.554 -1.534 -0.09
C -2.296 3.289 -2.018 -0.11
C -2.022 3.069 -3.345 -0.10
C -1.752 4.109 -4.236 -0.04
H -2.056 6.659 -1.900 0.11
H -2.276 4.675 -0.466 0.11
H -2.511 2.450 -1.373 0.10
H -2.140 2.086 -3.776 0.08
H -1.615 3.954 -5.296 0.11
C 0.058 -0.560 -4.163 -0.16
S -0.120 0.536 -5.617 1.08
O 1.207 1.192 -6.008 -0.25
C -0.406 -0.834 -6.857 -0.16
H -0.170 0.114 -3.337 0.04
H 1.061 -0.985 -4.187 0.09
H -0.699 -1.343 -4.220 0.08
H -1.278 -1.423 -6.572 0.08
H 0.455 -1.439 -7.144 0.09
H -0.613 -0.246 -7.750 0.06
C -0.572 -0.542 1.692 0.01
O -0.123 0.747 1.204 -0.01
C -0.385 1.136 -0.027 -0.57
O -1.033 0.480 -0.890 0.04
O 0.169 2.316 -0.237 0.00
C 1.035 2.950 0.702 -0.02
H 0.010 -0.933 2.527 0.08
H -0.432 -1.263 0.888 0.07
H -1.607 -0.489 2.031 0.11
H 1.403 3.901 0.318 0.10
H 1.842 2.323 1.082 0.10
H 0.454 3.133 1.606 0.10
C -0.497 -5.207 1.415 -0.04
O 0.176 -3.982 1.278 0.02
C 1.263 -3.907 0.566 -0.56
O 1.934 -4.759 0.025 0.13
O 1.469 -2.561 0.274 -0.07
C 2.460 -2.147 -0.677 -0.04
H 0.126 -6.035 1.752 0.10
H -0.811 -5.615 0.454 0.10
H -1.409 -5.114 2.005 0.10
H 2.573 -1.063 -0.651 0.09
H 2.226 -2.595 -1.642 0.09
H 3.421 -2.485 -0.289 0.10
```

Calculated values
frontier orbital gap (alpha / beta) = 7.34 / 2.69 eV
net charge = +1
LUMO level (alpha / beta) = -3.70 / -8.34 eV
M = 450.50 g/mol
multiplicity = 2



For the records above, the corresponding electronic energy values read -288.7676 -1941.3655 -1903.0831 hartree.